Density functional theory data (the ωB97M-V functional and the def2-TZVPD basis) for C28H33N3O8S in the gas phase.

The geometry in XYZ format:
```
73
Properties=species:S:1:pos:R:3
C -4.4815 -1.1897 1.2428
O -3.5335 -1.8062 2.0906
C -2.3341 -1.1897 2.2731
C -1.4986 -1.7526 3.2391
C -0.2836 -1.1669 3.5198
C 0.1439 -0.0485 2.8210
C -0.6538 0.4793 1.8176
C -0.2482 1.6649 0.9690
C 1.1865 2.1970 1.1597
O 1.4003 3.3767 1.3526
N 2.1346 1.2594 1.0179
C 3.5445 1.5554 0.9620
C 4.1720 0.9714 -0.3148
C 4.1627 -0.5700 -0.3194
C 5.5837 -0.9260 -0.7580
C 6.3702 0.2711 -0.2299
O 5.5253 1.3866 -0.4296
N -0.3922 1.3855 -0.4721
C -0.9592 2.4414 -1.2816
C -2.5061 2.3753 -1.2900
C -3.1115 3.3649 -2.2897
C -3.1656 4.6535 -1.4678
C -3.3507 4.1360 -0.0346
O -3.0379 2.7480 -0.0357
C -0.0091 0.2055 -0.9454
O 0.5071 -0.6616 -0.2405
C -0.1796 -0.1361 -2.4381
N -0.3107 -1.5713 -2.4676
C 0.7641 -2.2738 -1.9120
O 1.9128 -2.0939 -2.2369
C 0.2849 -3.2958 -0.9477
C 1.1036 -4.1449 -0.2181
C 0.5285 -4.9357 0.7651
C -0.8339 -4.8783 1.0198
C -1.6604 -4.0358 0.2843
C -1.0738 -3.2545 -0.6820
S -1.8013 -2.1193 -1.8379
O -2.4984 -2.8394 -2.8553
O -2.4891 -0.9906 -1.2773
C -1.9102 -0.0670 1.5764
H -5.3662 -1.8235 1.2856
H -4.7336 -0.1870 1.6005
H -4.1192 -1.1286 0.2139
H -1.8349 -2.6311 3.7668
H 0.3456 -1.5859 4.2910
H 1.0915 0.4024 3.0674
H -0.9357 2.4872 1.1911
H 1.8439 0.3112 0.8088
H 3.6626 2.6414 0.9733
H 4.0545 1.1397 1.8390
H 3.6365 1.3793 -1.1825
H 3.9767 -0.9432 0.6894
H 3.4084 -0.9809 -0.9860
H 5.6461 -0.9633 -1.8453
H 5.9322 -1.8707 -0.3481
H 6.5937 0.1480 0.8405
H 7.3004 0.4633 -0.7662
H -0.5765 2.3724 -2.3001
H -0.6335 3.3939 -0.8561
H -2.8082 1.3379 -1.4705
H -2.5208 3.4635 -3.1970
H -4.1179 3.0412 -2.5546
H -3.9813 5.3056 -1.7701
H -2.2306 5.2056 -1.5602
H -4.3863 4.2354 0.3056
H -2.7019 4.6589 0.6770
H -1.0688 0.2949 -2.8903
H 0.7229 0.1524 -2.9849
H 2.1635 -4.1644 -0.4181
H 1.1509 -5.5979 1.3480
H -1.2608 -5.4891 1.8003
H -2.7190 -3.9764 0.4781
H -2.5359 0.3833 0.8252
```

- total energy (eV) = -61257.1989
- maximum force (eV/Å) = 1.06
- energy relative to the best compared isomer or geometry (same formula, charge and spin) (eV) = 0.253
- 2S+1 = 1
- gap between HOMO and LUMO (eV) = 8.3
- SMILES = COc1cccc([C@@H](C(=O)NC[C@@H]2CCCO2)N(C[C@@H]2CCCO2)C(=O)CN2C(=O)c3ccccc3S2(=O)=O)c1
- HOMO level (eV) = -8.39

Atom charges from the natural (NBO) analysis, given in e for atoms 1 to 4:
1 C -0.27
2 O -0.51
3 C 0.31
4 C -0.26